An isolated ion of composition C28H38NO2S2 and charge -1. Source: OMol25; level of theory: ωB97M-V/def2-TZVPD.

The calculation puts the HOMO-LUMO gap at 0.1990 hartree. Its net charge is -1. The SMILES is COc1ccc([C@@H](SC(=S)N2CCCCC2)c2cc(C(C)(C)C)c([O-])c(C(C)(C)C)c2)cc1.

XYZ file:
```
71
Properties=species:S:1:pos:R:3:lowdin_charge:R:1
C -5.7741 0.9156 4.1015 -0.21
C -4.9163 -0.3426 3.9500 -0.19
C -3.4167 -0.0876 4.1167 -0.18
N -2.9741 1.0368 3.2737 -0.19
C -1.6122 1.1345 3.0200 -1.05
S -0.6780 -0.1008 2.1190 0.85
S -0.6595 2.3958 3.5375 0.63
C -3.6808 2.2834 3.6528 -0.22
C -5.1753 2.1253 3.3722 -0.19
H -6.7785 0.7175 3.7071 0.10
H -5.9042 1.1562 5.1681 0.11
H -5.2270 -1.0944 4.6829 0.11
H -5.0845 -0.7869 2.9612 0.12
H -3.1939 0.1628 5.1734 0.13
H -2.8374 -0.9761 3.8452 0.11
H -3.5157 2.5144 4.7234 0.12
H -3.2836 3.1242 3.0742 0.09
H -5.3250 2.0043 2.2902 0.12
H -5.7099 3.0417 3.6513 0.11
C -4.6015 2.2708 -3.3568 -0.08
O -3.8341 3.0683 -2.4281 -0.11
C -2.8821 2.4485 -1.6821 -0.28
C -2.1764 3.2671 -0.7752 -0.01
C -1.1851 2.7096 0.0002 -0.05
C -0.8288 1.3667 -0.1571 -0.29
C 0.2691 0.7523 0.6701 -0.43
C 1.3211 -0.0722 -0.0935 -0.23
C 2.4471 -0.5134 0.6226 -0.03
C 3.4759 -1.2206 0.0400 -0.09
C 4.6612 -1.7657 0.8693 -0.55
C 4.6498 -3.3002 0.8767 -0.06
C 4.5836 -1.2828 2.3143 -0.09
C 5.9919 -1.2920 0.2773 -0.06
C 3.3949 -1.5576 -1.3872 -0.34
O 4.2345 -2.3320 -1.9165 -0.09
C 2.2909 -0.9872 -2.1664 -0.08
C 2.1984 -1.3549 -3.6766 -0.55
C 3.4541 -0.9006 -4.4330 -0.07
C 0.9924 -0.7021 -4.3470 -0.09
C 2.0697 -2.8759 -3.8645 -0.06
C 1.3591 -0.2019 -1.5009 -0.02
C -1.5543 0.5482 -1.0230 -0.06
C -2.6041 1.0612 -1.7675 -0.01
H -5.2951 2.9741 -3.8185 0.08
H -3.9410 1.8281 -4.1155 0.09
H -5.1528 1.4786 -2.8291 0.09
H -2.4365 4.3226 -0.7213 0.11
H -0.6687 3.3135 0.7494 0.09
H 0.8037 1.5525 1.2065 0.08
H 2.5148 -0.2621 1.6834 0.10
H 4.7564 -3.6776 -0.1446 0.07
H 5.4821 -3.6708 1.4888 0.07
H 3.7086 -3.6699 1.3008 0.08
H 4.6175 -0.1889 2.3625 0.08
H 3.6699 -1.6388 2.8025 0.08
H 5.4374 -1.6727 2.8788 0.08
H 6.0288 -0.1969 0.2670 0.08
H 6.8210 -1.6682 0.8888 0.07
H 6.1015 -1.6661 -0.7438 0.07
H 4.3396 -1.3959 -4.0269 0.07
H 3.3649 -1.1555 -5.4972 0.07
H 3.5743 0.1846 -4.3500 0.08
H 0.0555 -0.9978 -3.8606 0.08
H 1.0771 0.3908 -4.3383 0.08
H 0.9417 -1.0249 -5.3959 0.08
H 1.1735 -3.2496 -3.3570 0.08
H 1.9837 -3.1105 -4.9340 0.07
H 2.9500 -3.3848 -3.4616 0.07
H 0.6220 0.3477 -2.0908 0.09
H -1.2901 -0.5084 -1.0879 0.13
H -3.2202 0.3890 -2.3706 0.10
```